[1]
157
Properties=species:S:1:pos:R:3:forces:R:3 method="wB97M-V/def2-TZVPD" e_homo_ev=-17.53 total_charge=+4 energy_ha=-5027.66128 spin_multiplicity=1
H -1.414122 0.752585 -3.839531 -0.158 -0.500 0.407
C 6.863467 0.152849 -5.323839 0.439 -0.742 -0.449
C -3.105867 3.696395 1.486314 0.003 0.678 0.698
H -0.847356 -0.449777 -0.823479 0.848 -0.248 -0.107
H 6.337320 -1.665118 -2.937739 -0.046 0.549 -0.071
C -4.356925 2.898291 1.112484 0.573 -0.396 -0.220
F -3.780049 -4.586485 -0.357895 0.554 0.661 0.313
C -2.627707 2.138856 -4.807386 -0.471 -0.389 0.288
C -2.015817 1.918517 6.671892 -0.327 1.164 0.094
C -3.648679 1.313655 -5.628083 -0.439 1.415 0.483
C -4.077592 5.741738 3.568333 -0.980 -0.613 -0.539
H 4.461397 -2.899234 -5.619007 0.075 0.016 0.063
H -0.374840 -1.455521 0.655609 0.400 -0.021 -0.349
H -2.378779 7.023077 1.616931 0.071 0.043 0.036
N -3.875863 0.014609 -4.905254 -0.316 -0.684 -1.839
H 6.414636 -3.851326 3.740880 0.043 0.239 -0.277
H 0.966395 -4.272043 1.476980 0.006 0.340 0.077
F -4.345833 -2.730171 -1.547673 0.577 1.444 0.708
C -2.050126 -3.795357 5.788504 -0.219 0.550 1.036
H -2.214093 3.378465 0.942179 -0.007 0.243 -0.150
C -3.422933 5.583097 -0.118771 1.219 -0.614 -0.030
H -1.762231 -0.467256 0.505032 0.112 0.287 0.585
H -1.697796 -2.185523 7.190864 0.105 0.230 -0.036
C -3.031814 -1.065368 -5.536618 2.020 1.190 1.041
C -1.653144 -1.428784 5.123148 -0.665 1.215 0.477
H -3.630469 0.937603 1.471804 -0.053 -0.591 -0.348
H 5.167510 -1.621861 -6.600167 -0.263 0.314 -0.141
C 3.762374 -4.155472 1.615118 -0.707 -0.109 2.309
H -6.062703 -0.963526 -3.135590 -0.185 -0.280 0.151
H 6.112760 -2.892110 -4.088340 0.313 -0.004 -0.459
C -1.829063 0.409550 6.785556 0.599 1.061 -0.211
N 4.983031 -1.161247 -4.528879 0.656 0.480 0.839
H 4.349723 -1.161718 0.660188 -0.198 -0.073 0.173
C 0.316894 0.056495 5.466208 -0.403 -0.827 0.202
C -3.488841 0.276548 -3.481415 -0.281 0.334 0.415
H 3.452650 -1.499416 -5.876913 0.182 0.215 -0.732
H 0.669360 -0.737613 6.121973 0.053 0.320 0.335
H -4.870026 1.039710 0.127121 -0.012 -0.368 0.340
F -3.982174 -4.608430 -2.614445 0.980 0.264 -0.061
C -2.349286 1.255677 -3.564383 1.943 0.144 -1.578
O -0.057379 1.838876 0.306556 -0.424 0.546 -0.417
C -1.369998 -2.457329 6.191125 0.280 -1.486 -0.789
H -1.182318 5.770121 1.784356 -0.151 -0.506 -0.151
H 7.483590 1.000781 -5.047630 -0.220 0.137 0.011
C 4.827717 2.576964 -0.811405 0.393 -0.261 0.226
H -5.923016 0.444032 -4.841327 0.109 0.155 -0.165
H -3.432327 1.154340 -6.679652 0.304 -0.224 0.100
H 3.196288 -2.468898 3.456255 -0.043 -0.214 -0.370
H -1.100184 0.188908 7.558878 -0.337 -0.346 0.215
H -1.305600 2.411159 7.333804 -0.076 0.244 -0.160
H 0.818965 -3.603381 -0.162560 0.077 0.231 0.043
H -3.007349 2.298057 6.918045 -0.004 -0.605 0.719
C -1.715268 1.000851 4.461603 -1.521 -0.094 0.256
C 5.711660 -2.615473 1.349674 1.279 0.303 1.303
H 0.681941 1.033338 5.766480 -0.024 0.024 0.001
H -4.557641 1.914651 -5.603312 -0.331 -0.541 -0.061
H -1.286344 -1.691032 4.132225 0.185 0.008 0.046
H 0.795200 0.183821 -2.787736 -0.058 -0.194 -0.474
H 5.243016 1.632054 -1.159811 -0.103 0.073 -0.241
H -2.467252 5.960027 -0.483738 0.033 0.008 0.136
H -3.218134 1.576608 -0.152519 0.104 -0.203 0.059
H 3.301334 -3.018852 -0.141321 -0.176 0.109 -0.112
H -2.628427 2.988400 4.813762 -0.317 -0.303 0.061
H 5.387353 0.800605 -3.885299 -0.047 -0.007 0.025
C 3.986778 -1.193731 -3.357992 -0.358 0.570 -1.459
H -4.825643 -2.047019 -3.680990 -0.293 -0.542 -0.159
C 2.816109 -3.298581 0.794191 -0.521 -0.413 -0.320
H -2.057024 1.841896 -2.695586 -0.631 -0.108 0.277
H -1.675595 -4.129435 4.824775 -0.419 -0.094 -0.136
C -2.213671 6.023921 2.020527 -0.403 0.458 0.313
H -2.000647 -0.724918 -5.365225 -0.014 -0.295 0.309
H 3.207400 -4.590267 2.458133 -0.311 0.262 -0.063
H -7.823024 -1.976567 -4.708508 0.236 0.621 0.357
C 5.186755 -1.199796 1.368925 -2.290 0.326 -2.201
O 2.757882 3.339850 0.063451 -0.306 0.578 -0.067
H 0.639511 -0.241926 4.469234 -0.014 0.431 -0.150
H 4.192044 -5.084103 1.237947 0.286 0.540 -0.996
H 5.066791 -4.941588 3.804587 -0.293 0.134 -0.172
H 4.715511 3.344577 -1.570966 -0.302 -0.301 -0.238
C -6.811851 -2.375685 -4.616339 -0.382 -1.623 0.765
H -1.799986 -4.539087 6.544977 0.221 -0.060 -0.138
F -2.170807 -2.877424 -0.523462 -0.633 0.720 0.457
C -4.535983 5.723933 2.088492 0.875 -1.281 0.951
H -5.297712 4.970202 1.924471 -0.363 0.431 -0.184
H -6.657720 -2.856214 -5.586320 0.783 0.426 -0.065
H -3.029703 -1.046856 -6.622147 -1.134 -0.434 0.019
H 1.735456 -5.056136 0.162997 -0.116 0.049 -0.201
H -4.373758 0.744640 -3.046303 0.031 -0.101 0.195
H 1.886481 -0.265642 -1.581044 0.209 -0.253 0.018
H 2.294501 -0.487587 -4.532594 0.535 -0.023 -0.282
H -1.129534 1.049365 3.547272 0.211 -0.335 0.114
N 4.850349 -3.379678 2.359686 -0.111 0.100 -0.917
H -4.345409 4.769416 3.989576 0.322 -0.062 0.095
H -4.802134 6.703017 1.706514 0.114 -0.051 -0.187
H -3.229413 -0.635111 -2.944327 -0.258 -0.159 -0.186
H 6.183633 -5.063464 2.462403 -0.044 0.226 -0.259
Zn 1.614357 2.459660 1.480493 0.224 -1.242 -1.834
H -0.915506 2.856110 5.014374 -0.081 0.250 0.394
N -1.184517 0.000816 5.468456 0.137 -0.279 -0.637
C 1.502017 -4.059465 0.549826 0.501 -1.091 -0.209
P -3.095133 -3.738713 -1.540358 -0.667 -2.854 -1.456
H 3.696441 -2.241687 -3.305022 -0.021 0.011 0.541
C 1.618114 -0.510492 -2.617710 0.722 0.907 1.284
H 5.758656 -0.364137 0.967545 0.884 -0.455 0.387
F -2.374463 -2.905930 -2.789378 -0.480 0.451 0.090
H -6.894117 -3.238997 -3.949306 -0.292 0.032 0.023
H -1.957286 5.263359 4.009371 -0.215 0.070 0.389
H 3.999947 -0.095470 2.870048 -0.507 -0.371 -0.229
C -5.713264 -1.510831 -4.009929 0.153 1.115 -1.493
C 7.430163 -1.170741 -4.783275 -0.304 -0.823 0.642
H 8.269617 -1.079395 -4.096841 0.042 0.237 -0.104
C 4.263155 -2.330154 3.309323 0.367 0.475 0.216
H -4.167525 6.351882 -0.292479 -0.203 -0.206 0.207
H -1.780937 2.382544 -5.443412 0.308 0.005 0.427
H 4.790167 0.755418 -5.554793 -0.316 -0.252 0.101
H 7.756414 -1.832850 -5.582220 0.026 0.114 -0.084
H -3.055069 3.060473 -4.413426 -0.228 0.131 -0.623
C 5.678800 -4.356291 3.117491 0.218 -0.504 0.623
C 4.666806 -0.943443 2.761106 1.804 -0.405 0.551
H -2.357771 7.000037 3.898350 0.197 -0.179 0.307
C -2.583095 6.005603 3.517389 0.745 0.457 -0.585
C 6.271124 -1.815416 -4.014575 -0.372 -0.434 -0.156
H -2.796639 -0.055399 6.950274 0.261 -0.567 -0.236
H -2.719761 -1.207349 5.052749 -0.151 -0.747 -0.166
N -3.267560 5.195726 1.345369 -1.291 1.376 -1.140
H -3.157855 -1.979830 -4.964503 -0.243 -0.266 -0.546
C 4.484977 -1.821459 -5.781518 -0.229 -0.574 1.096
H 5.770880 -3.173448 0.419937 -0.357 0.152 -0.117
C 3.597394 2.372860 0.011544 -0.645 1.461 1.156
H -0.326874 -2.784224 6.188306 0.241 0.762 0.329
H 4.574949 -0.812003 -2.528488 -0.136 -0.430 0.340
H -4.906418 3.374234 0.300550 -0.244 0.278 0.360
H 6.719457 -2.611989 1.773077 0.014 -0.170 -0.017
C 2.789341 -0.263458 -3.580376 -0.746 -0.948 -0.921
C 0.032837 0.684906 0.807945 -0.040 0.242 -0.089
H 2.502013 -2.395462 1.318458 0.564 0.191 0.120
C -1.858838 2.330290 5.206504 2.089 -0.401 -0.555
H -3.600775 4.659054 -0.659340 -0.419 0.238 -0.219
H -4.666737 6.437058 4.162397 0.209 0.288 -0.144
H 5.589971 -0.634496 3.265170 -0.291 -0.030 0.606
H 5.584513 2.997674 -0.141616 -0.101 -0.116 0.201
H 3.158141 0.754395 -3.692842 -0.344 0.189 0.543
H -5.598235 -0.753360 -6.055022 0.898 0.026 -0.287
C -0.693219 -0.501108 0.254533 -1.174 0.314 0.039
C 5.421635 0.252727 -4.826585 0.698 0.330 0.016
H -4.930057 2.816854 2.035229 -0.591 0.029 -0.373
H 4.744100 -2.509787 4.267562 -0.099 0.017 0.045
H -2.908310 3.622646 2.557218 0.173 -0.539 -0.044
H -3.132012 -3.698613 5.882663 -0.053 -0.099 -0.679
C -4.000488 1.481642 0.603737 0.202 1.162 0.361
H 1.269652 -1.541207 -2.628809 -0.064 0.005 -0.229
C -5.306941 -0.430749 -5.058913 -1.245 0.167 1.725
F -1.881408 -4.797650 -1.638823 -0.048 -0.052 -0.004
H -2.727153 0.650179 4.241628 0.126 -0.154 -0.293
O 3.390900 1.441018 0.824441 0.737 -1.029 -0.064
O 0.792009 0.576633 1.816524 0.327 -0.361 1.271
H 6.920612 0.028815 -6.404546 -0.273 0.570 -0.076



[2]
39
Properties=species:S:1:pos:R:3:forces:R:3 method="wB97M-V/def2-TZVPD" e_homo_ev=-8.25 total_charge=0 energy_ha=-1403.29508 smiles="Nc1nnc(-c2ccc(O)cc2)s1.CNC(=O)CNC(C)=O" e_above_lowest_kcal_mol=0.0 spin_multiplicity=1
C -0.596481 3.750789 -0.712457 0.161 -0.197 0.319
C 2.794357 -1.038364 -0.461489 -0.619 0.330 0.083
O -1.442416 2.579819 3.795925 -0.220 0.108 0.009
H -4.447362 -5.010545 -1.161806 -0.166 0.269 -0.477
H -4.874071 -4.262558 -2.678538 0.210 -0.093 0.401
H 0.410738 0.301643 1.177311 0.205 0.094 -0.192
H -1.865853 2.035192 1.535143 -0.012 0.036 0.096
S -1.969399 -3.693054 -0.602668 -0.017 0.232 -0.311
H 0.301702 -2.974260 0.777576 -0.029 0.058 -0.107
H 1.507752 2.385364 3.123413 0.188 -0.140 -0.086
H 0.776592 1.926822 4.674538 -0.141 0.021 -0.166
H -0.662804 0.900876 -0.079688 -0.146 -0.054 0.079
H 3.670680 0.515779 0.199897 -0.029 -0.399 -0.125
O 2.232740 1.876901 0.499737 0.105 -0.250 -0.022
H 2.869943 -0.198609 -2.433735 -0.034 -0.054 0.105
H 2.475560 -2.007397 1.422386 -0.014 0.060 -0.108
N -1.630699 -2.256654 -2.711139 0.397 -0.438 1.216
H 0.691487 -1.142425 -3.126150 -0.070 -0.129 0.238
C -0.054480 1.199427 0.773897 -0.159 0.448 0.280
H -0.520949 4.604170 -1.388780 0.085 -0.198 0.080
C 0.768947 1.744994 3.600823 -0.260 -0.019 -0.267
C -3.178824 -3.565505 -1.834713 -0.489 -0.139 -0.704
C 2.300792 -0.812856 -1.743593 -0.608 -0.340 -0.118
C 1.054775 2.136228 0.270365 0.571 -0.382 0.607
C 1.066318 -1.345493 -2.125713 0.263 0.069 0.258
N -4.385787 -4.214964 -1.788914 0.032 -0.240 0.503
C -1.023468 -2.613733 -1.601743 -0.234 0.604 -1.127
C 0.842807 -2.370978 0.054072 0.371 0.292 -0.408
H 1.005761 0.700189 3.412720 0.247 -0.048 -0.102
C 0.308414 -2.112897 -1.221967 0.377 -0.013 0.307
N 0.742190 3.261732 -0.380514 -0.737 0.574 -0.536
H -1.180003 2.968908 -1.201726 -0.015 0.086 -0.021
N -2.875016 -2.811106 -2.849129 0.466 -0.027 0.415
H -1.111032 4.072636 0.195136 -0.092 0.037 -0.115
C 2.077379 -1.832340 0.428048 -0.371 -0.310 -0.168
C -0.610577 2.070802 3.062552 0.218 0.472 2.037
N -0.921394 1.800938 1.795824 0.138 -0.543 -2.195
H 1.530043 3.830994 -0.650988 0.021 -0.131 0.101
O 3.921639 -0.400462 -0.043915 0.405 0.352 0.222



[3]
89
Properties=species:S:1:pos:R:3:forces:R:3 method="wB97M-V/def2-TZVPD" e_homo_ev="-18.27 / -18.26" total_charge=+4 energy_ha=-4865.91804 spin_multiplicity=1
H -1.002450 -4.161579 -0.109698 -0.123 0.230 -0.189
H -4.814855 4.818782 -2.415433 0.046 -0.014 0.427
H 0.807888 -3.612328 3.203791 -0.126 0.296 -0.073
H 6.995506 1.318804 -0.096811 -0.095 0.062 -0.056
C -0.055469 0.145639 4.209610 0.016 0.007 0.703
H -5.644835 4.650663 -0.853925 0.425 -0.274 -0.067
H -0.391315 4.035407 -2.228364 -0.188 0.236 -0.180
H -1.075349 0.759801 -2.256866 0.314 -0.553 0.280
O 1.368978 -1.831188 1.501555 -0.184 0.496 0.086
C -4.653253 4.637819 -1.339408 0.553 0.887 -0.724
H 0.891211 -5.359006 -3.346871 0.087 0.016 0.114
H -1.266697 -2.816504 -5.090855 0.186 -0.091 0.216
H -0.266147 1.213230 4.099538 -0.016 -0.133 -0.089
C 0.606329 -2.637438 3.661570 0.111 -0.060 -0.723
H -1.343838 3.876000 -4.628823 -0.102 -0.273 0.002
H 1.059463 2.663062 0.995556 -0.076 -0.568 0.195
H 8.371591 3.367300 -0.361657 -0.221 -0.190 -0.237
H 2.585728 -4.458706 -1.512372 -0.189 -0.109 -0.061
H 1.612195 -3.453998 5.364583 -0.015 0.239 -0.125
H 6.439279 4.449791 -3.851224 0.053 -0.417 0.341
H 1.857988 0.311035 5.219415 -0.152 0.044 -0.066
H -0.909694 -1.392653 -1.452364 0.162 -0.290 -0.083
P 1.086204 -2.658369 -2.047011 -3.030 -0.855 0.291
H 1.130222 -3.071027 -4.426079 -0.165 0.043 0.024
H 1.104938 0.094715 -3.234266 0.047 0.321 0.164
C -4.004674 3.269361 -1.071841 -0.317 -1.736 1.249
C 1.089708 0.592787 -2.265612 -0.309 1.125 -0.478
H -0.228222 5.550854 -0.402604 -0.063 0.012 -0.079
C 6.512344 3.730297 -3.024498 -0.638 -0.546 -0.303
Sn 3.375272 -1.624316 -2.135970 1.386 -2.259 0.193
H -0.454948 -2.601781 3.946867 0.170 -0.037 -0.062
C -1.690975 2.835335 -4.647778 0.158 0.168 0.056
C -1.398555 -3.410063 -0.805547 -0.113 -0.540 -0.111
H 4.903084 2.509105 -3.743970 0.213 0.014 0.317
C 0.845735 -0.052041 5.436816 -0.057 0.090 0.152
C -1.008864 -3.063784 -4.052049 -0.314 -0.193 -0.174
C 6.798414 1.984933 -0.932431 0.438 -0.299 0.179
C 3.564485 0.570181 -2.332868 -0.213 -0.628 -0.594
C 2.298994 0.900152 -1.620720 -0.085 -0.199 0.008
H -1.104739 -4.152293 -3.952968 0.052 0.337 0.036
H -1.784983 5.115457 -2.425177 -0.432 -0.276 -0.167
C -1.344574 4.345734 -1.776070 1.444 -1.134 0.631
H -3.076284 1.493797 -3.679323 -0.390 0.369 -0.251
H 5.206421 -0.181959 -1.007900 -0.277 0.414 0.570
C 1.489417 -4.360284 -1.480103 0.630 0.001 -0.064
C 5.744939 1.718034 -1.852547 -0.001 -0.544 -0.574
C 5.635481 2.637444 -2.944342 0.017 0.779 -0.160
C -0.141426 1.554646 -0.445220 1.679 0.101 -0.884
H 3.221621 1.725702 0.154397 -0.305 0.319 -0.116
Br -1.628560 1.364309 0.662081 -1.317 0.468 -0.359
C 1.488357 -2.472185 4.891106 0.177 0.225 0.799
H -1.012284 -0.371268 4.381964 0.162 0.129 -0.120
C -0.404451 -2.266612 -1.020000 0.324 0.873 0.492
H -1.681424 -3.924249 -1.734548 0.088 0.207 0.417
H -1.908468 5.395817 0.061638 -0.047 -0.097 -0.024
H -4.700147 2.468194 -1.380466 0.266 0.126 0.145
C -1.067836 4.854955 -0.371165 -0.046 0.357 0.309
C 0.911985 -1.492317 5.926660 0.131 -0.215 -0.023
H -4.056978 5.463869 -0.917910 -0.297 -0.319 -0.212
H 2.489327 -2.127103 4.596771 -0.102 -0.190 0.013
C 0.828621 -5.491522 -2.263490 -0.262 -0.426 -0.209
C 0.879229 -1.569163 2.609924 -0.142 -0.623 0.494
C 7.594897 3.120176 -1.090220 -0.054 -0.007 0.139
H 3.571336 0.831089 -3.402463 0.008 0.507 0.567
H -1.771770 -2.585672 -3.424670 0.287 -0.105 -0.071
H -0.098884 -1.822204 6.206995 0.200 0.013 0.044
H -0.783595 4.055928 0.314781 -0.060 0.054 -0.068
H 0.576957 0.363100 2.200071 0.390 -0.109 0.231
C 4.847620 0.617486 -1.666065 1.288 2.886 -0.382
C -2.817068 2.569140 -3.642900 1.376 -1.810 -0.203
H 1.326989 -6.438789 -2.035451 -0.043 0.191 0.028
N 7.467185 3.966459 -2.118165 -0.267 -0.397 0.275
C 2.285625 1.545079 -0.373377 -0.576 0.465 -0.372
H 0.456032 -1.502364 -4.056159 0.067 -0.244 0.114
H -0.831976 2.167034 -4.486885 -0.217 0.192 -0.036
C 1.065381 1.989493 0.139066 0.026 -0.522 0.122
P -2.407424 2.869394 -1.883482 -2.001 3.804 -0.470
H -3.724333 3.155268 -3.861501 -0.052 0.020 0.618
C -0.136615 0.968917 -1.733247 0.254 0.015 0.750
H -0.227978 -5.617250 -2.001664 0.275 0.094 -0.044
H -2.324596 -3.015472 -0.363711 0.315 -0.028 -0.066
N 0.564750 -0.295764 2.969447 -0.217 0.020 -0.949
H 0.451087 0.575554 6.246316 0.045 -0.080 -0.185
H 1.531686 -1.523561 6.832704 -0.209 -0.034 -0.189
H -2.072278 2.635198 -5.657051 0.016 0.012 0.227
H -3.831929 3.134043 0.009842 -0.193 0.130 -0.372
H 1.226246 -4.413522 -0.411327 0.078 0.256 -0.297
H 0.007487 -1.944599 -0.049696 -0.164 -0.065 -0.205
C 0.411724 -2.563327 -3.765387 0.500 -0.160 -0.469



In the order shown, the computed F_max values come out to 0.06363; 0.04405; 0.08407 Eh/bohr.